Entry 1:
Entry from OMol25: the ion C18H15F2N2 with charge +1 at a distorted geometry (the ωB97M-V functional and the def2-TZVPD basis).

Summary:
E, Eh: -1003.825321
Largest force on an atom, eV/A: 5.77
ΔE to the lowest compared entry with this formula, charge and spin, kcal per mole: 33.7
HOMO, eV: -11.54
Lowest unoccupied orbital energy, Ha: -0.142
SMILES: Fc1cccc(/C=C/[C@H](c2cccc(F)c2)n2cc[nH+]c2)c1

ORCA input file:
```
! RIJCOSX wB97M-V def2-TZVPD def2/J DEFGRID3
* xyz 1 1
F -4.116 3.819 1.490
C -4.052 2.449 1.274
C -5.253 1.753 1.440
C -5.207 0.357 1.284
C -4.007 -0.283 1.006
C -2.786 0.420 0.794
C -1.647 -0.406 0.445
C -0.338 0.114 0.312
C 0.931 -0.622 0.304
C 2.155 0.222 0.259
C 3.321 -0.269 -0.401
C 4.498 0.478 -0.409
C 4.606 1.675 0.306
C 3.471 2.099 0.988
F 3.561 3.206 1.775
C 2.261 1.443 0.947
N 0.781 -1.653 -1.037
C 0.249 -1.406 -2.301
C 0.610 -2.447 -3.140
N 1.405 -3.329 -2.336
C 1.457 -2.782 -1.126
C -2.824 1.847 0.962
H -6.180 2.244 1.709
H -6.112 -0.252 1.440
H -3.946 -1.381 0.929
H -1.778 -1.505 0.527
H -0.017 1.192 0.453
H 1.179 -1.812 0.738
H 3.338 -1.263 -0.878
H 5.339 0.127 -0.982
H 5.534 2.272 0.374
H 1.461 1.796 1.607
H -0.292 -0.456 -2.557
H 0.407 -2.699 -4.191
H 1.853 -4.221 -2.608
H 2.051 -3.178 -0.319
H -1.914 2.449 0.920
*
```

Atomic partial charges in e from the Löwdin method, atoms 1 to 5: 0.034 -0.220 0.017 -0.057 -0.045

***

Entry 2:
Entry from OMol25: an isolated molecule of C18H15F2N5O2 at a distorted geometry (the ωB97M-V functional and the def2-TZVPD basis).

Summary:
E, Eh: -1318.902417
Largest force on an atom, eV/A: 2.82
ΔE to the lowest compared entry with this formula, charge and spin, kcal per mole: 0.0
HOMO, eV: -8.51
Lowest unoccupied orbital energy, Ha: 0.014
SMILES: COCCc1c[nH]c2ncnc(-c3ccc4c(c3)N(C#N)CC(F)(F)O4)c12

ORCA input file:
```
! RIJCOSX wB97M-V def2-TZVPD def2/J DEFGRID3
* xyz 0 1
C -2.436 -2.974 -0.600
O -2.117 -2.018 0.380
C -0.727 -2.006 0.828
C -0.645 -0.901 1.910
C 0.719 -0.692 2.482
C 1.030 -1.031 3.775
N 2.363 -0.768 3.966
C 2.951 -0.397 2.789
N 4.224 -0.208 2.563
C 4.599 0.145 1.328
N 3.737 0.349 0.308
C 2.430 0.116 0.571
C 1.487 0.412 -0.529
C 1.566 -0.286 -1.724
C 0.623 -0.048 -2.758
C -0.431 0.846 -2.534
C -0.520 1.588 -1.354
C 0.457 1.358 -0.366
N -1.565 2.496 -1.163
C -1.781 3.109 0.002
N -1.797 3.628 1.039
C -2.364 2.852 -2.363
C -2.598 1.587 -3.259
F -3.497 0.709 -2.693
F -3.109 1.905 -4.476
O -1.341 0.952 -3.531
C 1.992 -0.305 1.804
H -3.504 -2.831 -0.887
H -1.768 -2.890 -1.478
H -2.308 -3.992 -0.160
H -0.491 -2.981 1.288
H -0.040 -1.857 -0.009
H -1.019 0.038 1.544
H -1.304 -1.268 2.721
H 0.353 -1.344 4.542
H 2.841 -0.869 4.862
H 5.655 0.338 1.109
H 2.347 -1.036 -1.815
H 0.716 -0.643 -3.687
H 0.452 1.986 0.535
H -3.318 3.269 -2.051
H -1.861 3.664 -2.906
*
```

Atomic partial charges in e from the Löwdin method, atoms 1 to 5: -0.131 -0.215 -0.174 -0.121 -0.141

***

Entry 3:
Entry from OMol25: a structure of composition C18H15IrN (the ωB97M-V functional and the def2-TZVPD basis).

Summary:
E, Eh: -853.722245
Largest force on an atom, eV/A: 0.56
HOMO, eV: -12.46
Lowest unoccupied orbital energy, Ha: -0.189

ORCA input file:
```
! RIJCOSX wB97M-V def2-TZVPD def2/J DEFGRID3
* xyz 1 1
Ir 0.007 -0.068 -0.265
C -0.247 0.024 -2.413
C -1.514 0.027 -1.768
C -1.612 1.213 -0.965
C -0.394 1.918 -1.087
C 0.459 1.173 -1.972
H 0.111 -0.720 -3.104
H -2.278 -0.725 -1.883
H -2.456 1.492 -0.356
H -0.136 2.836 -0.585
H 1.462 1.442 -2.260
N 0.621 -0.946 1.177
C 1.007 -1.522 2.277
C 0.584 -0.977 3.567
C -0.620 -0.266 3.653
C -1.014 0.281 4.858
C -0.200 0.150 5.978
C 1.009 -0.527 5.896
C 1.401 -1.096 4.698
C 1.865 -2.709 2.175
C 2.811 -2.797 1.150
C 3.599 -3.925 1.036
C 3.420 -4.990 1.913
C 2.458 -4.924 2.911
C 1.687 -3.784 3.053
H -1.245 -0.174 2.776
H -1.955 0.809 4.931
H -0.508 0.588 6.919
H 1.648 -0.604 6.765
H 2.356 -1.596 4.624
H 2.925 -1.973 0.459
H 4.350 -3.983 0.261
H 4.027 -5.879 1.809
H 2.307 -5.763 3.576
H 0.922 -3.737 3.816
*
```

Atomic partial charges in e from the Löwdin method, atoms 1 to 5: 1.355 -0.205 -0.205 -0.183 -0.178

***

Entry 4:
Entry from OMol25: a cluster of 2 separate species, C18H15N3O2 in total at a distorted geometry (the ωB97M-V functional and the def2-TZVPD basis).

Summary:
E, Eh: -1009.633988
Largest force on an atom, eV/A: 2.31
ΔE to the lowest compared entry with this formula, charge and spin, kcal per mole: 24.6
HOMO, eV: -6.34
Lowest unoccupied orbital energy, Ha: -0.090

ORCA input file:
```
! RIJCOSX wB97M-V def2-TZVPD def2/J DEFGRID3
* xyz 0 1
N -2.588 0.594 -1.369
C -2.554 1.992 -1.387
O -1.525 2.656 -1.374
N -3.803 2.643 -1.421
C -5.088 2.094 -1.434
O -6.076 2.835 -1.448
C -5.032 0.656 -1.427
C -3.791 0.035 -1.397
H -3.744 3.652 -1.429
H -5.954 0.092 -1.440
H -3.782 -1.068 -1.397
C -0.426 -2.242 -1.491
C 0.756 -1.380 -1.467
N 1.293 -0.910 -0.356
C 2.493 -0.146 -0.309
C 3.345 0.196 -1.341
C 4.498 0.936 -1.010
C 4.761 1.304 0.324
C 3.890 0.940 1.357
C 2.750 0.206 1.031
C 1.695 -0.337 1.837
C 0.795 -1.023 0.984
C -0.323 -1.654 1.501
C -0.534 -1.601 2.893
C 0.361 -0.922 3.737
C 1.487 -0.282 3.212
H -0.575 -2.528 -2.541
H -0.304 -3.167 -0.908
H -1.323 -1.699 -1.167
H 1.306 -1.166 -2.379
H 3.110 -0.109 -2.357
H 5.198 1.231 -1.791
H 5.657 1.881 0.556
H 4.056 1.198 2.402
H -1.012 -2.174 0.847
H -1.405 -2.096 3.325
H 0.176 -0.896 4.811
H 2.211 0.257 3.823
*
```

Atomic partial charges in e from the Löwdin method, atoms 1 to 5: 0.040 -0.576 -0.033 0.165 -0.517

***

Entry 5:
Entry from OMol25: a structure of composition C18H15N4O2Sn at a distorted geometry (the ωB97M-V functional and the def2-TZVPD basis).

Summary:
E, Eh: -1278.478196
Largest force on an atom, eV/A: 4.35
HOMO, eV: -10.69
Lowest unoccupied orbital energy, Ha: -0.149

ORCA input file:
```
! RIJCOSX wB97M-V def2-TZVPD def2/J DEFGRID3
* xyz 1 1
Sn 0.332 -0.354 -2.717
N 2.584 -0.327 7.638
C 2.242 -0.369 6.514
C 1.952 -0.298 5.143
C 2.956 0.129 4.231
C 2.643 0.107 2.886
C 1.356 -0.257 2.405
C 0.403 -0.634 3.354
C 0.671 -0.680 4.701
C 1.024 -0.192 0.912
C 1.378 0.949 0.048
C 2.085 2.103 0.462
C 2.070 2.979 -0.654
C 1.315 2.451 -1.642
N 0.786 1.202 -1.258
C 0.190 -1.217 0.376
C -0.180 -2.457 1.041
C -1.233 -3.043 0.324
C -1.415 -2.243 -0.789
N -0.524 -1.210 -0.862
H 3.937 0.478 4.558
H 3.462 0.324 2.195
H -0.627 -0.856 3.013
H -0.081 -0.925 5.433
H 2.529 2.253 1.437
H 2.551 3.966 -0.682
H 0.953 2.950 -2.548
H 0.329 -2.915 1.868
H -1.944 -3.813 0.593
H -2.246 -2.331 -1.494
N -4.012 0.405 -4.336
C -2.913 0.544 -5.312
C -1.597 0.426 -4.524
O -0.492 0.732 -4.983
O -1.765 -0.119 -3.345
H -4.981 0.325 -4.708
H -4.051 1.142 -3.646
H -3.832 -0.384 -3.715
H -2.915 1.486 -5.911
H -2.942 -0.327 -6.006
*
```

Atomic partial charges in e from the Löwdin method, atoms 1 to 5: 1.360 0.180 -0.178 -0.215 0.009